(1)
C2H5N3OS as an isolated structure, computed with ωB97M-V/def2-TZVPD.

Cartesian coordinates (Å):
C 0.26 -0.49 0.65
C -0.40 -0.60 -1.58
H 0.82 -0.62 3.63
H 0.94 0.86 2.82
H 0.59 0.46 0.31
H -1.04 -1.20 -2.22
H -1.70 2.37 -2.74
N 1.08 -0.25 2.78
N 0.39 -0.94 1.88
N -0.15 0.63 -1.75
O -0.16 -1.31 -0.47
S -0.62 1.07 -3.31

As for the LUMO energy: -0.09 eV. The total charge is 0. Its gap between HOMO and LUMO is 8.67 eV. As for the energy relative to the best compared isomer or geometry (same formula, charge and spin): 5.315 eV.

***

(2)
C2H5N3OS in the gas phase, computed with ωB97M-V/def2-TZVPD.

Cartesian coordinates (Å):
C 2.48 -0.49 -0.05
N 1.71 0.52 0.25
O 0.41 0.09 -0.01
C -0.56 1.06 -0.07
S -0.04 2.63 0.01
N -1.75 0.47 -0.07
N -2.09 -0.94 0.08
H 2.40 -1.62 -0.70
H 3.47 -0.10 0.11
H -2.66 1.03 -0.26
H -1.46 -1.54 -0.51
H -1.93 -1.11 1.22

As for the LUMO energy: 0.61 eV. The total charge is 0. Its gap between HOMO and LUMO is 8.88 eV. As for the structure (SMILES): C=NOC(=S)NN. As for the energy relative to the best compared isomer or geometry (same formula, charge and spin): 5.565 eV.

***

(3)
C2H5N3OS in the gas phase, computed with ωB97M-V/def2-TZVPD.

Cartesian coordinates (Å):
H 0.99 -2.53 -1.53
N 0.58 -1.84 -0.79
C -0.12 -0.95 -1.30
N -0.40 0.13 -0.60
O -1.27 1.11 -1.19
C -0.24 0.59 0.81
N 0.98 0.39 1.35
S 1.47 1.52 2.51
H -0.52 -0.81 -2.40
H -2.08 0.50 -1.09
H -1.23 1.38 0.94
H 1.84 0.51 3.29

As for the LUMO energy: 0.32 eV. The total charge is 0. Its gap between HOMO and LUMO is 8.82 eV. As for the structure (SMILES): [H]/N=C/N(O)/C=N/S. As for the energy relative to the best compared isomer or geometry (same formula, charge and spin): 6.009 eV.

***

(4)
C2H5N3OS in the gas phase, computed with ωB97M-V/def2-TZVPD.

Cartesian coordinates (Å):
N 1.70 1.05 -1.91
N 0.75 0.12 -2.00
C -0.04 -0.08 -1.00
S 0.29 0.77 0.63
C -0.21 -0.36 1.82
N -1.37 -0.89 1.94
O -2.16 -0.42 0.99
H 2.49 0.67 -2.50
H 2.07 1.09 -0.90
H -0.93 -0.63 -0.99
H 0.46 -0.54 2.65
H -3.05 -0.78 1.26

As for the LUMO energy: 0.74 eV. The total charge is 0. Its gap between HOMO and LUMO is 9.57 eV. As for the structure (SMILES): N/N=C\S/C=N\O. As for the energy relative to the best compared isomer or geometry (same formula, charge and spin): 4.451 eV.

***

(5)
C2H5N3OS in the gas phase, computed with ωB97M-V/def2-TZVPD.

Cartesian coordinates (Å):
N -0.67 1.78 0.19
N -0.01 0.62 -0.02
C -0.65 -0.54 -0.12
S -2.27 -0.68 -0.03
C 1.43 0.79 -0.17
N 2.38 -0.02 -0.14
O 2.01 -1.31 0.21
H -0.30 2.17 1.06
H -0.54 2.44 -0.58
H -0.03 -1.43 -0.02
H 1.71 1.84 -0.35
H 2.82 -1.81 0.16

As for the LUMO energy: 0.44 eV. The total charge is 0. Its gap between HOMO and LUMO is 8.59 eV. As for the structure (SMILES): NN(C=S)/C=N\O. As for the energy relative to the best compared isomer or geometry (same formula, charge and spin): 4.226 eV.

***

(6)
C2H5N3P as an isolated structure, computed with ωB97M-V/def2-TZVPD.

Cartesian coordinates (Å):
C -0.48 1.01 0.24
C -0.32 -1.28 -0.32
N 1.55 -1.20 0.16
N 0.67 1.29 -0.33
N -0.92 -0.23 0.33
P 2.13 0.20 0.05
H -1.10 1.79 0.69
H -0.16 -1.15 -1.39
H -0.59 -2.28 0.00
H 0.91 2.27 -0.39
H -1.68 -0.43 0.97

As for the LUMO energy: -4.89 eV. The total charge is +1. Its gap between HOMO and LUMO is 10.05 eV. As for the energy relative to the best compared isomer or geometry (same formula, charge and spin): 0.639 eV.

***

(7)
C2H5N3S in the gas phase, computed with ωB97M-V/def2-TZVPD.

Cartesian coordinates (Å):
C -1.19 -0.81 -1.99
N -1.58 0.45 -1.75
S -0.75 1.58 -0.89
C 0.52 1.07 0.23
N 0.55 -0.17 0.78
N 1.38 -0.48 1.95
H -1.61 -1.38 -2.81
H -0.59 -1.56 -1.42
H 0.93 1.99 0.60
H 1.54 0.37 2.62
H 0.80 -1.05 2.70

As for the LUMO energy: 0.19 eV. The total charge is 0. Its gap between HOMO and LUMO is 8.49 eV. As for the structure (SMILES): C=NS/C=N/N. As for the energy relative to the best compared isomer or geometry (same formula, charge and spin): 4.551 eV.

***

(8)
C2H5N3S in the gas phase, computed with ωB97M-V/def2-TZVPD.

Cartesian coordinates (Å):
H -1.43 2.69 0.00
N -1.41 1.67 -0.01
C -0.20 1.27 0.01
N 0.15 -0.06 0.13
S -1.12 -1.26 -0.02
C 1.45 -0.52 0.03
N 2.45 0.29 -0.06
H 3.34 -0.21 -0.15
H 0.69 1.89 -0.04
H -2.06 -0.32 -0.19
H 1.53 -1.60 0.12

As for the LUMO energy: 0.77 eV. The total charge is 0. Its gap between HOMO and LUMO is 9.44 eV. As for the structure (SMILES): [H]/N=C/N(S)/C=N/[H]. As for the energy relative to the best compared isomer or geometry (same formula, charge and spin): 1.626 eV.

***

(9)
C2H5N3S in the gas phase, computed with ωB97M-V/def2-TZVPD.

Cartesian coordinates (Å):
C 0.51 -2.39 -1.11
C 0.23 -1.43 -0.27
S 1.43 -0.32 0.36
N 0.42 0.96 0.66
N 0.88 2.05 1.07
N 0.11 3.06 1.18
H -0.22 -2.99 -1.76
H 1.47 -2.47 -1.56
H -0.87 -1.49 -0.01
H -0.88 3.01 0.70
H 0.36 4.00 1.11

As for the LUMO energy: 0.97 eV. The total charge is 0. Its gap between HOMO and LUMO is 8.99 eV. As for the structure (SMILES): C=CS/N=N/N. As for the energy relative to the best compared isomer or geometry (same formula, charge and spin): 4.157 eV.

***

(10)
C2H5N3S as an isolated structure, computed with ωB97M-V/def2-TZVPD.

Cartesian coordinates (Å):
C -1.35 0.44 0.29
C 0.46 -1.19 -0.28
N -2.33 0.22 -0.53
N -1.70 2.35 0.07
N -0.27 -0.24 0.55
S -2.96 1.72 -0.77
H 1.07 -0.69 -1.05
H 0.81 -2.00 0.30
H -0.32 -1.61 -1.14
H -2.05 3.22 0.72
H 0.18 0.02 1.35

As for the LUMO energy: 0.25 eV. The total charge is 0. Its gap between HOMO and LUMO is 7.83 eV. As for the energy relative to the best compared isomer or geometry (same formula, charge and spin): 4.998 eV.

***

(11)
C2H5N3S in the gas phase, computed with ωB97M-V/def2-TZVPD.

Cartesian coordinates (Å):
C 0.95 1.39 0.10
C -1.11 -0.47 0.46
N 0.23 1.31 1.23
N -0.70 0.48 1.44
N -0.10 -0.60 -0.58
S 0.87 -1.85 -0.72
H 0.48 1.83 -0.87
H 2.03 1.15 0.07
H -1.45 -1.40 0.96
H -2.04 -0.11 0.05
H 0.85 -1.75 -2.14

As for the LUMO energy (alpha / beta): 0.56 / -1.44 eV. The total charge is 0. As for the spin multiplicity: 3. Its gap between HOMO and LUMO (alpha / beta) is 7.38 / 7.46 eV. As for the expectation value of S²: 2.0272. As for the energy relative to the best compared isomer or geometry (same formula, charge and spin): 1.455 eV.

***

(12)
A 2-piece molecular cluster, C2H5N3S2 overall, computed with ωB97M-V/def2-TZVPD.

Cartesian coordinates (Å):
C -3.06 0.74 -0.08
C -2.59 -0.52 0.17
S -2.40 -1.32 -1.32
N -2.93 0.02 -2.14
N -3.23 0.98 -1.39
H -3.30 1.50 0.64
H -2.36 -0.99 1.11
N 2.74 -0.04 -0.74
S 1.04 0.10 -0.60
H 3.03 -0.99 -0.51
H 3.03 0.17 -1.69
H 1.07 1.06 0.34

As for the LUMO energy: 0.49 eV. The total charge is 0. Its gap between HOMO and LUMO is 9.91 eV. As for the structure (SMILES): c1csnn1.NS. As for the energy relative to the best compared isomer or geometry (same formula, charge and spin): 2.543 eV.